ORCA calculation (ωB97M-V/def2-TZVPD) on a 3-piece molecular cluster, C5H11NOS2 overall in a non-equilibrium geometry.

Kohn-Sham gap   9.001 eV
2S+1   1
HOMO   -8.90 eV
Energy above the lowest of the compared OMol25 structures with the same formula, charge and spin   98.4 kcal per mole

XYZ file:
```
20
C5H11NOS2 ωB97M-V/def2-TZVPD
C -3.78927 -3.08738 -0.66614
C 1.05930 -2.03212 0.21876
C 2.35646 2.93352 -0.46092
C -1.64033 0.86184 0.39626
C -0.14381 -1.14158 0.13636
N -3.11015 -2.10469 -0.52616
O -4.44118 -4.02348 -0.84777
S 2.95474 2.83364 1.22624
S 0.02007 0.30759 0.83527
H 2.00145 -1.66117 0.44481
H 1.18897 -2.33928 -0.75186
H 0.68075 -2.90636 0.71127
H 1.97031 1.82451 -0.63682
H 3.21862 3.07481 -1.21107
H 1.56919 3.75303 -0.46911
H -1.61495 1.74987 -0.31977
H -2.13022 1.27870 1.27996
H -2.21547 -0.00469 0.08345
H 4.22705 2.46291 0.83660
H -2.16153 -1.77967 -0.27935
```

ORCA calculation (ωB97M-V/def2-TZVPD) on an isolated ion of composition C9H9O2S and charge +1 in a non-equilibrium geometry.

Kohn-Sham gap   5.974 eV
Net charge   +1
2S+1   1
HOMO   -12.86 eV
Energy above the lowest of the compared OMol25 structures with the same formula, charge and spin   0.0 kcal per mole

XYZ file:
```
21
C9H9O2S ωB97M-V/def2-TZVPD
C 2.99617 1.09128 0.86660
C 1.66555 0.59396 0.96871
C 3.64292 0.88988 -0.32568
C 1.31711 -0.09456 -0.21070
C -1.64089 1.06114 -1.34216
C -2.74929 0.53953 -0.42952
C -2.48800 -0.77999 0.11202
C -1.02776 -0.95554 0.45950
C -0.02707 -0.62597 -0.66861
O -3.82247 1.08806 -0.49338
O -0.51076 0.45635 -1.45728
S 2.58866 -0.04287 -1.38292
H 3.56224 1.67174 1.71531
H 1.05378 1.02424 1.76442
H 4.64562 0.97956 -0.61276
H -1.69834 2.00273 -1.77488
H -3.02000 -0.95883 1.09019
H -2.79184 -1.65844 -0.55461
H -0.81052 -0.38359 1.38919
H -0.90647 -2.06817 0.72738
H 0.20607 -1.32872 -1.38003
```

ORCA calculation (ωB97M-V/def2-TZVPD) on a 2-piece molecular cluster, C2HBrN2O2 overall in a non-equilibrium geometry.

Kohn-Sham gap (spin up / spin down)   7.942 / 8.437 eV
2S+1   1
HOMO (spin up / spin down)   -9.36 / -10.25 eV
Energy above the lowest of the compared OMol25 structures with the same formula, charge and spin   111.4 kcal per mole

XYZ file:
```
8
C2HBrN2O2 ωB97M-V/def2-TZVPD
C 0.17501 -1.47427 0.95176
C -0.30219 -0.22671 1.12678
N 0.71298 -2.46341 0.64876
N -0.09548 0.86169 -1.48915
O -0.38624 0.22503 -2.43723
O 0.50008 1.82231 -1.16664
Br 0.55282 1.27105 1.79802
H -1.15698 -0.01569 0.56770
```

ORCA calculation (ωB97M-V/def2-TZVPD) on C42H31N5O2PSn as an isolated structure in a non-equilibrium geometry.

Kohn-Sham gap   4.485 eV
Net charge   -1
2S+1   1
HOMO   -2.98 eV

XYZ file:
```
82
C42H31N5O2PSn ωB97M-V/def2-TZVPD
Sn -0.32948 -2.06894 -0.61276
O -1.08728 -0.23484 -1.55036
C -1.98838 0.55786 -1.04716
C -2.84338 1.21886 -1.94716
C -3.85528 2.04696 -1.52126
C -4.04768 2.27126 -0.16176
C -3.18288 1.69366 0.74024
C -2.14338 0.84266 0.34124
C -1.19568 0.45916 1.34284
N -0.26588 -0.43574 1.22904
N 0.71872 -0.38194 2.15084
C 1.82342 -1.00384 1.78384
O 1.78892 -1.83564 0.69464
C 3.11642 -0.83734 2.26754
C 3.47892 0.08796 3.25734
C 4.78262 0.28826 3.59874
C 5.79952 -0.48074 2.95844
C 5.52502 -1.39224 2.01334
C 4.14512 -1.65994 1.51804
H -2.68988 1.03096 -3.00236
H -4.50838 2.51566 -2.24836
H -4.86098 2.90056 0.17504
H -3.29288 1.90136 1.79844
H -1.17538 1.08166 2.24244
H 2.68182 0.64096 3.73464
H 5.06912 1.01816 4.34224
H 6.82512 -0.33094 3.27364
H 6.32112 -1.96734 1.55964
H 3.91152 -2.73324 1.63494
C 5.72532 3.21776 -0.24316
C 5.47702 2.57036 -1.44206
C 4.38842 1.72916 -1.57236
C 3.51792 1.52966 -0.50366
C 3.77772 2.18246 0.69774
C 4.88102 3.00576 0.83484
P 1.96872 0.53636 -0.59416
C 1.70132 0.76096 -2.39386
C 0.87812 1.84426 -2.68616
C 0.57052 2.17786 -3.99026
C 1.07702 1.41596 -5.03106
C 1.89312 0.33316 -4.75246
C 2.21782 0.01206 -3.44426
C 2.55082 -1.27804 -0.40546
C 4.03942 -1.40374 -0.04026
C 4.72622 -2.46104 -0.83696
C 4.09272 -3.21624 -1.73666
C 2.67682 -3.08954 -2.01336
C 1.90862 -2.11614 -1.49226
H 6.56812 3.89046 -0.14926
H 6.13552 2.73016 -2.28506
H 4.21032 1.22256 -2.50866
H 3.10262 2.03206 1.52884
H 5.08002 3.49386 1.78004
H 0.46432 2.42076 -1.86936
H -0.08108 3.01746 -4.19346
H 0.83782 1.66866 -6.05626
H 2.27512 -0.27524 -5.56356
H 2.86312 -0.83124 -3.25136
H 4.56602 -0.45874 -0.22876
H 5.78922 -2.57304 -0.66416
H 4.64552 -3.96204 -2.29706
H 2.25712 -3.80994 -2.70846
N -10.13038 0.02216 4.80424
C -9.25918 -0.19414 4.08174
C -8.20308 -0.46104 3.19754
C -8.46758 -0.73404 1.84564
C -7.43528 -1.01724 0.98304
C -6.10948 -1.03294 1.43494
C -5.84408 -0.74014 2.77714
C -6.87228 -0.46404 3.64664
N -5.08008 -1.39084 0.56404
C -5.08498 -1.27424 -0.80366
C -3.93918 -1.85984 -1.24246
N -3.23118 -2.33954 -0.18476
C -3.92608 -2.03484 0.87784
H -9.49118 -0.73224 1.49574
H -7.65268 -1.25314 -0.04796
H -4.82368 -0.72224 3.12534
H -6.67118 -0.24704 4.68554
H -5.85748 -0.75414 -1.32886
H -3.57568 -1.97664 -2.24186
H -3.64808 -2.30414 1.87624
```

ORCA calculation (ωB97M-V/def2-TZVPD) on a 2-piece molecular cluster, C5H14N2O overall in a non-equilibrium geometry.

Kohn-Sham gap   8.964 eV
2S+1   1
HOMO   -8.14 eV
SMILES   C[C@H](N)C/C=C/N.O
Energy above the lowest of the compared OMol25 structures with the same formula, charge and spin   50.0 kcal per mole

XYZ file:
```
22
C5H14N2O ωB97M-V/def2-TZVPD
C 0.43666 1.48016 1.19130
C 0.61794 1.33380 -0.30517
C -0.66134 0.92255 -1.05906
C -1.43815 -0.14884 -0.29822
C -1.20512 -1.45742 -0.37219
N -1.71351 -2.38482 0.53635
N 1.07631 2.61459 -0.89784
H 0.36731 0.59884 1.83940
H -0.50766 2.00357 1.38352
H 1.17647 2.08680 1.72280
H 1.38018 0.62491 -0.62816
H -1.36898 1.69431 -1.36402
H -0.34152 0.43067 -1.98228
H -1.99174 0.28900 0.52669
H -0.53068 -1.92090 -1.08260
H -2.17895 -2.05945 1.34113
H -1.25555 -3.26956 0.60848
H 0.34015 3.29499 -0.84570
H 1.93637 2.90505 -0.46081
H 1.13438 -2.22977 0.59148
H 2.36175 -1.40488 1.06019
O 2.10945 -2.24776 0.66001
```

What is the 2S+1 in the third record? 1